Computed, not measured: 2 unconnected molecules or ions with the total composition C3H6INO2 at a distorted geometry, with ωB97M-V/def2-TZVPD.

Structure (XYZ):
```
13
Properties=species:S:1:pos:R:3:nbo_charge:R:1
C -1.599 1.934 -0.340 -0.42
C 1.121 -1.002 1.067 -0.28
C -1.928 0.731 -0.770 -0.34
N 0.989 -1.603 -0.101 0.41
O 0.472 -1.162 -1.125 -0.48
O 1.396 -2.897 -0.184 -0.56
I -2.528 -0.918 0.436 0.13
H -1.355 2.266 0.730 0.20
H -1.469 2.728 -1.014 0.20
H 0.889 -0.038 1.256 0.21
H 1.353 -1.573 1.899 0.20
H 1.255 -3.414 -0.979 0.51
H -2.085 0.749 -1.872 0.22
```

Its max |F| is 3.879 eV/Å. Its total charge is 0. The highest occupied orbital energy is -8.9777 eV. The relative energy (zero: lowest compared OMol25 entry of this formula, charge and spin) is 541.9 kJ/mol. As for the SMILES: C=[N+]([O-])O.C=CI.